1.
DFT (ωB97M-V with the def2-TZVPD basis set) results for a 2-piece molecular cluster, C2H4Cl4 overall.

Element x y z (Å)
C -2.09465 -8.37615 -0.37443
Cl -1.07293 -9.65338 0.23989
Cl -2.39748 -8.42137 -2.09797
H -3.08038 -8.30456 0.00088
H -1.63890 -7.44515 -0.17227
C 1.19621 -6.78639 -0.63776
Cl 2.93306 -6.45207 -0.71824
Cl 0.15455 -5.32935 -0.70280
H 0.93238 -7.36679 -1.53933
H 0.80343 -7.20477 0.25037

As for the LUMO energy: 0.73 eV. As for the structure (SMILES): ClCCl.ClCCl. Its multiplicity is 1. As for the net charge: 0. The HOMO-LUMO gap comes out at 0.4347 Ha. The energy relative to the best compared isomer or geometry (same formula, charge and spin) comes out at 7.4 kcal/mol.

---

2.
DFT (ωB97M-V with the def2-TZVPD basis set) results for an isolated ion of composition C7H17N and charge -1.

Element x y z (Å)
C 0.00850 0.68299 2.36071
C -0.95375 1.27697 1.33575
C -0.56634 2.70371 0.92368
N -1.09826 0.44829 0.10906
C 0.11429 0.15877 -0.66422
C 0.00932 -1.20906 -1.32360
C 0.80199 -1.25727 -2.61763
C 0.50662 -2.30245 -0.37827
H 0.98603 0.36224 1.97279
H -0.41999 -0.21807 2.81107
H 0.27683 1.37325 3.16320
H -1.96235 1.24455 1.74638
H 0.02522 3.19338 1.70570
H 0.08802 2.64174 0.05008
H -1.42871 3.33608 0.72809
H -1.51124 -0.43122 0.40616
H 0.19855 0.89346 -1.46835
H 1.00076 0.18346 -0.03918
H -1.03360 -1.45081 -1.53200
H 1.87337 -1.14842 -2.41056
H 0.64494 -2.19864 -3.14209
H 0.49369 -0.49131 -3.32638
H -0.07901 -2.33712 0.54565
H 0.46478 -3.30354 -0.83262
H 1.56033 -2.15096 -0.12344

As for the LUMO energy (spin up / spin down): 3.91 / 3.98 eV. Its multiplicity is 2. As for the net charge: -1. The HOMO-LUMO gap (spin up / spin down) comes out at 0.0905 / 0.3449 Ha. The expectation value of S² is 0.750. The energy relative to the best compared isomer or geometry (same formula, charge and spin) comes out at 3.4 kcal/mol.

---

3.
DFT (ωB97M-V with the def2-TZVPD basis set) results for the molecule C6H10O.

Element x y z (Å)
C 1.05178 -0.89290 -0.23172
C 0.79886 0.50499 -0.74407
C -0.34951 -0.47542 0.01243
C 1.40825 1.55014 0.12091
C -1.30035 -1.09464 -1.03884
C -0.90158 -0.14268 1.39364
O 1.84939 -1.75755 -0.01464
H 0.58581 0.82066 -1.74358
H 2.20351 1.26983 0.73514
H 0.51866 2.04013 0.70678
H 1.88467 2.29373 -0.64570
H -2.28582 -0.58824 -1.29812
H -1.51974 -2.14933 -0.54917
H -0.73750 -1.06373 -1.95571
H -1.98692 -0.43068 1.42213
H -0.73557 0.85235 1.57560
H -0.48393 -0.73667 2.25494

As for the LUMO energy: 0.86 eV. As for the structure (SMILES): C[C@H]1C(=O)C1(C)C. Its multiplicity is 1. As for the net charge: 0. The HOMO-LUMO gap comes out at 0.3617 Ha. The energy relative to the best compared isomer or geometry (same formula, charge and spin) comes out at 53.9 kcal/mol.

---

4.
DFT (ωB97M-V with the def2-TZVPD basis set) results for a 2-piece molecular cluster, C4H12N2O2 overall.

Element x y z (Å)
N 1.23687 2.12468 0.21451
C 1.00589 1.04456 1.14824
C -0.03374 -0.01778 0.66246
N 0.36902 -0.81899 -0.34412
C -0.14491 -2.20787 -0.33712
C 1.47819 -0.57903 -1.24906
O -1.12034 -0.10021 1.21102
H 0.52479 2.82187 0.13061
H 2.18482 2.43966 0.24652
H 1.95999 0.56177 1.37474
H 0.53286 1.40925 2.08417
H 0.56967 -2.83173 -0.88000
H -1.01558 -2.29004 -0.99635
H -0.38640 -2.55149 0.66306
H 1.35875 0.34674 -1.78156
H 2.48526 -0.62545 -0.80342
H 1.47693 -1.29039 -2.08674
H -1.82961 0.76621 -1.16880
H -2.61341 -0.00272 0.04284
O -2.64828 0.35706 -0.85775

As for the LUMO energy: 0.71 eV. As for the structure (SMILES): CN(C)C(=O)CN.O. Its multiplicity is 1. As for the net charge: 0. The HOMO-LUMO gap comes out at 0.3602 Ha. The energy relative to the best compared isomer or geometry (same formula, charge and spin) comes out at 44.8 kcal/mol.

---

5.
DFT (ωB97M-V with the def2-TZVPD basis set) results for C19H17BCl2F4N2OS5Y as an isolated structure.

Element x y z (Å)
Y -0.31256 1.78311 0.02776
O -1.09893 1.93908 6.22100
C -1.67094 2.14040 5.17240
S -1.55696 3.61319 4.08606
C -1.94789 2.86155 2.63260
C -2.42658 1.54900 2.67811
S -2.50695 0.56803 1.29345
S -2.69987 0.80911 4.27789
S -1.81468 3.72026 1.11836
N 0.49651 -0.47426 2.84559
C 1.10595 0.69920 3.01471
N 1.27990 1.21696 4.25729
S 1.78073 1.62203 1.75198
H -0.13265 -0.84645 3.51220
H 0.38656 -0.85596 1.88577
H 0.81662 0.84037 5.04688
H 1.58158 2.14982 4.34197
C 3.58512 -3.91313 -2.56192
C 3.89503 -3.43976 -1.24347
C 3.18931 -2.40068 -0.72542
C 2.03027 -1.92332 -1.41244
C 1.63466 -2.47121 -2.65634
C 2.40446 -3.51654 -3.16708
C 1.36943 -0.80866 -0.76892
C 0.01400 -0.52800 -0.66347
C -1.05182 -1.49854 -0.94737
C -0.96344 -2.80610 -0.35285
C -2.02147 -3.69397 -0.40497
C -3.15308 -3.40243 -1.22458
C -3.23403 -2.13222 -1.78302
C -2.22978 -1.20398 -1.65922
H 4.14231 -4.69751 -3.03732
H 4.74522 -3.93354 -0.69097
H 3.38945 -1.94045 0.20390
H 0.69607 -2.14958 -3.00485
H 2.09960 -4.06892 -4.09114
H 2.07776 -0.25048 -0.21036
H -0.06349 -3.11962 0.20237
H -1.88134 -4.61056 0.16411
H -3.93588 -4.11829 -1.44090
H -4.15561 -1.87063 -2.31214
H -2.25788 -0.22194 -2.11753
Cl 0.84769 5.30676 -0.93599
C -0.66640 6.29436 -0.95159
Cl -1.97898 5.82427 -1.98196
H -0.35131 7.33454 -1.12967
H -0.99759 6.07901 0.11093
F -0.94166 1.98437 -2.06915
B 0.37621 2.11325 -2.74088
F 0.24764 3.31045 -3.36170
F 0.52126 1.07436 -3.61250
F 1.33846 2.06326 -1.58562

As for the LUMO energy: 2.28 eV. Its multiplicity is 1. As for the net charge: -1. The HOMO-LUMO gap comes out at 0.2298 Ha. The energy relative to the best compared isomer or geometry (same formula, charge and spin) comes out at 0.0 kcal/mol.

---

6.
DFT (ωB97M-V with the def2-TZVPD basis set) results for a 2-piece molecular cluster, C3H7PS2 overall.

Element x y z (Å)
C 1.58394 -1.16063 1.03131
C -0.07127 1.67218 0.36186
C -1.68654 0.09276 -1.54548
P 0.11353 0.63849 -1.28836
S 0.93898 -0.98135 2.47611
S 2.61179 -2.36813 0.45894
H 0.04512 1.14419 1.33126
H -1.14764 1.95579 0.44106
H 0.70991 2.43167 0.22127
H -2.16481 -0.26802 -0.63719
H -1.53462 -0.83102 -2.07009
H -2.36030 0.62358 -2.33218
H 2.96192 -2.94952 1.55148

As for the LUMO energy (spin up / spin down): -1.24 / -0.51 eV. Its multiplicity is 1. As for the net charge: 0. The HOMO-LUMO gap (spin up / spin down) comes out at 0.2402 / 0.2872 Ha. The energy relative to the best compared isomer or geometry (same formula, charge and spin) comes out at 73.9 kcal/mol.

---

7.
DFT (ωB97M-V with the def2-TZVPD basis set) results for a 2-piece molecular cluster, C36H35N2O2 overall.

Element x y z (Å)
C -6.89358 4.83739 -0.94152
O -6.79729 3.40007 -0.99550
C -5.58529 2.79145 -0.93833
C -5.58216 1.37081 -0.98531
C -4.39928 0.67562 -0.93560
C -3.14495 1.34800 -0.80273
C -1.92830 0.60401 -0.76888
C -0.69076 1.17223 -0.44988
C 0.51117 0.66383 -0.93481
C 1.71173 1.41876 -1.09239
C 2.65912 1.05392 -2.09330
C 3.81369 1.76918 -2.27595
C 4.04715 2.94055 -1.50458
O 5.16478 3.65717 -1.79307
C 5.37412 4.91803 -1.11851
C 3.12549 3.31542 -0.49954
C 1.98041 2.55821 -0.29363
C -3.16787 2.77413 -0.76849
C -4.35296 3.48196 -0.84623
H -7.96637 5.03202 -0.95261
H -6.45153 5.23505 -0.02003
H -6.42142 5.29876 -1.81710
H -6.54385 0.86405 -1.03495
H -4.40586 -0.41843 -0.97927
H -1.96777 -0.44351 -1.06304
H -0.68954 2.07627 0.16130
H 0.44304 -0.22708 -1.55300
H 2.44022 0.20127 -2.75079
H 4.57369 1.45855 -2.98540
H 6.29649 5.29990 -1.55567
H 4.54801 5.61315 -1.31436
H 5.49697 4.77381 -0.03802
H 3.31891 4.18872 0.12306
H 1.25315 2.86723 0.45254
H -2.22100 3.31272 -0.69265
H -4.34476 4.57335 -0.80806
N 6.26439 -2.71542 -3.26071
C 5.53221 -2.59489 -2.35774
C 4.59533 -2.36455 -1.28216
C 3.61364 -3.31656 -0.94937
C 2.65835 -3.00203 0.00915
C 2.54517 -1.67260 0.51990
C 1.34028 -1.18176 1.12409
C 0.22187 -2.00916 1.40612
N -0.42001 -1.90311 2.59563
C 0.29768 -1.50681 3.78436
C -0.73539 -1.53583 4.92440
C -2.08871 -1.89331 4.29117
C -1.80414 -2.29078 2.83337
C -0.33709 -2.90276 0.35589
C -0.10936 -2.54838 -0.97909
C -0.74528 -3.15253 -2.05860
C -1.54327 -4.27987 -1.80728
C -1.64053 -4.77743 -0.49865
C -1.02890 -4.11945 0.57564
C 3.69516 -0.84443 0.37116
C 4.67297 -1.16628 -0.55029
H 3.60590 -4.29760 -1.44025
H 1.96264 -3.76223 0.36272
H 1.37348 -0.18546 1.57835
H 1.13643 -2.19597 3.97545
H 0.73657 -0.50862 3.66712
H -0.43742 -2.25952 5.69127
H -0.78931 -0.54448 5.38456
H -2.59910 -2.70708 4.81689
H -2.74149 -1.01458 4.29170
H -2.50497 -1.81275 2.12497
H -1.93549 -3.37658 2.72563
H 0.64131 -1.79116 -1.16301
H -0.60529 -2.75480 -3.06039
H -2.07520 -4.76605 -2.62429
H -2.20667 -5.69992 -0.30269
H -1.03466 -4.57770 1.56989
H 3.77998 0.06233 0.97048
H 5.50528 -0.48649 -0.74919

As for the LUMO energy: -4.78 eV. Its multiplicity is 1. As for the net charge: +1. The HOMO-LUMO gap comes out at 0.1683 Ha. The energy relative to the best compared isomer or geometry (same formula, charge and spin) comes out at 63.8 kcal/mol.

---

8.
DFT (ωB97M-V with the def2-TZVPD basis set) results for a 2-piece molecular cluster, C4H11N2O3 overall.

Element x y z (Å)
O -2.33101 1.10592 1.19297
C -1.48232 0.64256 0.39405
N -1.62290 0.81066 -0.96073
C -0.00225 0.08747 0.76781
C -0.21346 0.03161 2.33893
N 0.58235 -1.11889 0.20829
C 0.02661 -1.46845 -1.06092
O 0.36666 -0.41128 -2.19413
H -2.34381 1.33799 -1.40489
H -0.99015 0.42505 -1.65271
H 0.71827 0.83201 0.33244
H -1.01602 -0.52345 2.67528
H 0.61071 -0.30675 2.81525
H -0.28920 1.01076 2.75646
H 2.45525 0.15504 0.40341
H 0.37370 -2.40598 -1.57401
H -1.00965 -1.51259 -1.36236
H 2.11511 0.58429 -0.93649
H 1.23407 -0.08227 -2.48327
O 2.81804 0.80628 -0.25535

As for the LUMO energy: 3.83 eV. Its multiplicity is 1. As for the net charge: -1. The HOMO-LUMO gap comes out at 0.2541 Ha. The energy relative to the best compared isomer or geometry (same formula, charge and spin) comes out at 77.2 kcal/mol.

---

Going through the records in order, we get F_max values of 1.92, 0.87, 4.22, 1.80, 3.54, 2.53, 2.19, 3.68 eV Å⁻¹.